1.
Molecular formula: C12H34BrN4O6P2
Method: DFT, the ωB97M-V functional and the def2-TZVPD basis

Properties
total charge = -1
2S+1 = 1
HOMO-LUMO gap = 5.5 eV

Atoms and positions in Å:
N  -3.3053  7.8566  1.3409
P  -3.3644  6.4801  0.2551
O  -5.0685  6.2078  0.1212
N  -2.9373  7.1079  -1.3070
P  -1.2736  6.8601  -1.5836
O  -0.6713  5.7086  -0.4935
Br  -0.2204  8.8222  -0.9940
H  -3.0991  7.5902  2.2867
H  -2.7152  8.6075  1.0108
H  -5.3047  6.6202  -0.7152
H  -0.6531  4.8684  -0.9393
C  0.9346  -0.6883  -5.0368
O  -0.2071  -1.0742  -4.2958
C  0.0993  -1.6452  -3.0260
C  -0.3149  -0.7207  -1.8928
N  0.5408  0.4592  -1.8311
C  0.0545  1.4997  -0.9249
C  -1.2876  2.1629  -1.2433
O  -1.2771  2.9638  -2.4157
C  -1.5021  2.2629  -3.6234
H  0.6047  -0.4218  -6.0406
H  1.4263  0.1821  -4.5926
H  1.6505  -1.5125  -5.1159
H  1.1569  -1.9162  -2.9501
H  -0.4857  -2.5671  -2.9493
H  -0.2437  -1.2611  -0.9456
H  -1.3654  -0.4485  -2.0567
H  0.6190  0.8566  -2.7570
H  0.8155  2.2842  -0.9107
H  0.0119  1.0857  0.0877
H  -1.5093  2.8512  -0.4218
H  -2.1178  1.4492  -1.2695
H  -2.1662  1.4063  -3.4870
H  -0.5559  1.9413  -4.0675
H  -1.9699  2.9558  -4.3241
C  3.3236  -5.8729  2.7387
O  1.9409  -5.8400  3.0408
C  1.6465  -5.2838  4.3186
C  0.9577  -3.9358  4.1786
N  1.8791  -2.9191  3.6825
C  1.2339  -1.6645  3.2954
C  0.2336  -1.7003  2.1382
O  0.8162  -1.9806  0.8749
C  0.9837  -3.3579  0.5894
H  3.4506  -6.4572  1.8279
H  3.7207  -4.8687  2.5630
H  3.8906  -6.3555  3.5402
H  2.5413  -5.2097  4.9429
H  0.9556  -5.9744  4.8102
H  0.5767  -3.6259  5.1560
H  0.1031  -4.0720  3.5048
H  2.3675  -3.2854  2.8773
H  2.0328  -0.9724  3.0197
H  0.7406  -1.2398  4.1752
H  -0.1877  -0.6954  2.0483
H  -0.6139  -2.3674  2.3305
H  0.2043  -3.9743  1.0433
H  1.9710  -3.7023  0.9070
H  0.9333  -3.4792  -0.4948

Here are the Löwdin charges for atoms 1 to 6, given in e: atom 1 (N): -0.220, atom 2 (P): 0.572, atom 3 (O): -0.405, atom 4 (N): -0.581, atom 5 (P): 0.267, atom 6 (O): -0.486

2.
Molecular formula: C12H34FHfN2O6
Method: DFT, the ωB97M-V functional and the def2-TZVPD basis

Properties
energy above the lowest of the compared OMol25 structures with the same formula, charge and spin = 2.520 eV
total charge = +3
2S+1 = 1
HOMO-LUMO gap = 3.1 eV

Atoms and positions in Å:
Hf  -0.3004  0.2106  1.5248
F  0.7352  0.1510  -0.5611
C  -0.9877  3.2349  -1.3816
C  -1.8445  2.7952  -0.0949
C  -3.2974  3.2444  -0.3002
O  -4.1281  2.7389  0.7641
C  -5.3978  3.2883  0.8327
N  -1.8514  1.3394  0.1564
H  -1.1206  4.2755  -1.6774
H  -1.2828  2.6110  -2.2253
H  0.0528  3.0590  -1.1086
H  -1.6644  3.2970  0.8558
H  -3.5735  2.8036  -1.2581
H  -3.2674  4.3323  -0.2389
H  -5.8893  2.8591  1.7058
H  -5.9490  3.0151  -0.0671
H  -5.4291  4.3734  0.9307
H  -2.0642  1.1023  -0.8021
H  -2.8254  1.3666  0.4222
C  -2.2513  -3.9164  0.0457
C  -1.4619  -2.9076  0.9237
C  0.0171  -3.1063  0.5401
O  0.8628  -2.1278  1.1799
C  2.1962  -2.6471  1.4464
N  -1.8402  -1.5782  0.5653
H  -2.1877  -3.6477  -1.0087
H  -3.3000  -4.0050  0.3292
H  -1.8793  -4.9407  0.0672
H  -1.7110  -3.0725  1.9720
H  0.2408  -3.0185  -0.5231
H  0.4663  -4.0340  0.8947
H  2.6407  -3.3053  0.6999
H  2.2033  -3.1711  2.4021
H  2.9417  -1.8519  1.4493
H  -2.8401  -1.6824  0.6626
H  -2.0842  -1.6106  -0.4143
C  2.9759  -1.0880  -2.8535
C  4.3549  -1.7192  -2.7051
O  4.5280  -2.9357  -3.3952
O  2.1957  -1.8011  -1.8857
H  2.6034  -1.1628  -3.8751
H  3.0319  -0.0244  -2.6214
H  4.6134  -1.8963  -1.6611
H  5.1928  -1.1223  -3.0653
H  3.9099  -3.4540  -2.8747
H  1.7225  -1.1136  -1.4114
C  2.7862  1.0452  1.5749
C  2.2372  2.4655  1.7785
O  0.8026  2.4448  1.3297
O  1.9564  0.1366  2.3193
H  3.7735  0.9429  2.0252
H  2.8958  0.7333  0.5363
H  2.8613  3.1623  1.2190
H  2.4775  2.6695  2.8219
H  0.6344  3.3171  0.9660
H  2.5187  -0.0744  3.0682

Here are the Löwdin charges for atoms 1 to 6, given in e: atom 1 (Hf): 2.307, atom 2 (F): -0.380, atom 3 (C): 0.022, atom 4 (C): -0.392, atom 5 (C): -0.160, atom 6 (O): -0.209

3.
Molecular formula: C12H34IN14O20
Method: DFT, the ωB97M-V functional and the def2-TZVPD basis

Properties
total charge = +1
2S+1 = 1
HOMO-LUMO gap = 6.9 eV

Atoms and positions in Å:
N  -3.2177  -2.6859  -1.3070
C  -2.9128  -3.1399  -0.0794
N  -3.7093  -3.7872  0.7756
C  -2.9617  -4.0820  1.8185
N  -1.7179  -3.6433  1.6427
N  -1.6694  -3.0148  0.4402
I  0.0190  -2.1629  -0.3168
H  -2.9244  -3.2116  -2.1209
H  -3.8749  -1.9356  -1.4307
H  -3.2592  -4.6231  2.7054
H  -0.9031  -3.7419  2.2337
C  -0.8449  -6.3784  -0.9585
N  0.5787  -6.5717  -0.5731
O  1.4402  -6.3674  -1.4021
O  0.7862  -6.9138  0.5733
H  -0.9118  -6.0498  -1.9948
H  -1.3656  -7.3183  -0.8049
H  -1.2314  -5.6224  -0.2812
C  0.4040  1.8605  1.2705
N  -0.3292  2.3697  0.0798
O  0.1352  2.1308  -1.0208
O  -1.3585  2.9771  0.2772
H  1.2870  1.3427  0.9151
H  0.6665  2.7066  1.8967
H  -0.2669  1.1968  1.8047
C  -1.5318  1.7230  4.9465
N  -0.0703  1.6608  5.2215
O  0.7043  1.8406  4.2955
O  0.2655  1.4575  6.3644
H  -1.6839  1.9069  3.8917
H  -1.9617  0.7782  5.2680
H  -1.9253  2.5432  5.5365
C  4.4895  -7.6826  -1.3390
N  4.9021  -8.0265  -2.7257
O  5.4417  -9.0882  -2.9245
O  4.6575  -7.1936  -3.5812
H  4.7716  -8.4984  -0.6845
H  5.0035  -6.7642  -1.0729
H  3.4162  -7.5255  -1.3496
C  -0.8821  -4.3137  -5.7491
N  -1.6321  -4.7064  -4.5277
O  -2.3576  -3.8786  -4.0101
O  -1.4830  -5.8332  -4.1142
H  -1.1352  -3.2857  -5.9777
H  0.1793  -4.4313  -5.5533
H  -1.1906  -4.9861  -6.5440
C  -2.3847  6.3704  3.4010
N  -2.3681  5.0577  4.0920
O  -2.8237  4.0904  3.5147
O  -1.8575  5.0087  5.1944
H  -2.8436  6.2294  2.4313
H  -2.9413  7.0707  4.0174
H  -1.3518  6.6820  3.3121
C  1.0672  6.6043  -0.1787
N  0.2581  6.5718  1.0663
O  -0.4980  7.4917  1.2940
O  0.3964  5.6012  1.7920
H  0.8286  7.5132  -0.7169
H  2.1123  6.5750  0.1140
H  0.8020  5.7232  -0.7526
C  -1.8110  4.0288  -3.2681
N  -0.7360  5.0253  -3.5321
O  0.1960  5.0822  -2.7482
O  -0.8550  5.7203  -4.5132
H  -1.5628  3.4849  -2.3655
H  -2.7389  4.5837  -3.1678
H  -1.8547  3.3757  -4.1343
C  0.7140  6.8069  6.7518
N  0.4707  8.2375  7.0835
O  0.9573  8.6812  8.0997
O  -0.2114  8.8645  6.2973
H  1.3318  6.3716  7.5277
H  -0.2555  6.3225  6.6880
H  1.2081  6.7834  5.7854
C  4.4307  -4.3864  -5.9031
N  3.1053  -3.8453  -6.3116
O  2.1655  -4.6195  -6.3755
O  3.0353  -2.6634  -6.5643
H  4.3263  -5.4460  -5.7155
H  5.1198  -4.1824  -6.7170
H  4.7330  -3.8455  -5.0119

Here are the Löwdin charges for atoms 1 to 6, given in e: atom 1 (N): 0.163, atom 2 (C): -0.470, atom 3 (N): 0.190, atom 4 (C): -0.085, atom 5 (N): 0.060, atom 6 (N): -0.471

4.
Molecular formula: C12H34N2O6
Method: DFT, the ωB97M-V functional and the def2-TZVPD basis

Properties
energy above the lowest of the compared OMol25 structures with the same formula, charge and spin = 1.886 eV
2S+1 = 1
HOMO-LUMO gap = 9.6 eV
SMILES string = COCCNCCOC.COCCNCCOC.O.O

Atoms and positions in Å:
C  -23.2404  -13.6178  3.4714
O  -24.1040  -12.5161  3.7762
C  -23.5132  -11.7444  4.8480
C  -24.2298  -10.4092  4.8590
N  -23.8808  -9.6791  3.6321
C  -24.8160  -8.5762  3.4280
C  -24.4500  -7.8620  2.1171
O  -23.2222  -7.0985  2.2741
C  -22.6787  -6.6052  1.0413
H  -23.6754  -14.0507  2.5706
H  -23.2141  -14.3107  4.3124
H  -22.2946  -13.1097  3.2831
H  -22.4900  -11.4479  4.6173
H  -23.5150  -12.3478  5.7558
H  -23.9183  -9.7474  5.6672
H  -25.3141  -10.5196  4.8524
H  -23.9591  -10.2976  2.8375
H  -24.7889  -7.9751  4.3369
H  -25.8252  -8.9658  3.2941
H  -25.2626  -7.1824  1.8602
H  -24.3847  -8.5328  1.2604
H  -23.1811  -5.6740  0.7793
H  -22.8556  -7.3728  0.2879
H  -21.6229  -6.3611  1.1588
C  -15.8151  -14.0857  1.4662
O  -17.1924  -13.6446  1.5844
C  -17.6088  -12.8475  2.6599
C  -19.1351  -12.4015  2.5312
N  -19.3899  -11.5948  1.3301
C  -20.5076  -10.6076  1.3761
C  -20.7534  -9.9595  0.0029
O  -21.0903  -10.9816  -0.9681
C  -21.6892  -10.5629  -2.1526
H  -15.5055  -14.5208  0.5160
H  -15.5315  -14.8252  2.2150
H  -15.2268  -13.1739  1.5700
H  -17.0336  -11.9279  2.7676
H  -17.4700  -13.5103  3.5140
H  -19.4467  -11.9336  3.4650
H  -19.7711  -13.2853  2.5800
H  -19.8426  -12.2209  0.6796
H  -20.1716  -9.8544  2.0888
H  -21.3895  -11.0931  1.7940
H  -19.9742  -9.2198  -0.1806
H  -21.6482  -9.3621  0.1774
H  -21.1818  -9.7752  -2.7095
H  -22.6522  -10.1100  -1.9164
H  -21.8815  -11.3993  -2.8246
O  -18.5161  -8.3100  4.4551
H  -19.4684  -8.3441  4.5457
H  -18.3374  -8.7577  3.6282
O  -21.3128  -8.4942  3.9002
H  -21.8196  -7.7794  3.5149
H  -21.7869  -9.2870  3.6494

Here are the Löwdin charges for atoms 1 to 6, given in e: atom 1 (C): -0.081, atom 2 (O): -0.211, atom 3 (C): -0.202, atom 4 (C): -0.191, atom 5 (N): -0.094, atom 6 (C): -0.186

| no. | largest force on an atom (eV Å⁻¹) | lowest unoccupied orbital energy (hartree) |
| --- | --- | --- |
| 1 | 3.5 | 0.073 |
| 2 | 8.5 | -0.484 |
| 3 | 0.7 | -0.195 |
| 4 | 2.4 | 0.023 |